Record 1
ORCA calculation (wB97M-V/def2-TZVPD) on a 6-piece molecular cluster, C44H80N4O23P3 overall at a distorted geometry.

Computed properties:
* total charge: +1
* LUMO: -2.6 eV
* strongest force on any atom: 1.654 eV Å⁻¹

Each line ends with the Mulliken charge.
Geometry (Å):
C -0.975 -2.668 4.381  -0.80
C -2.105 -2.437 3.721  -0.53
C -2.244 -1.814 2.353  -0.13
C -2.346 -0.254 2.288  1.30
P -4.245 0.140 1.963  0.12
O -4.421 1.618 2.674  -0.48
O -5.122 -0.830 2.876  -0.54
C -1.740 0.340 0.992  0.14
C -2.231 -0.239 -0.337  -2.87
C -1.930 -1.686 -0.761  -0.19
C -1.988 -1.827 -2.297  -1.57
C -0.922 -2.738 -2.903  1.46
C -1.024 -2.741 -4.455  -0.29
C 0.299 -2.322 -5.099  -1.24
C -0.241 0.656 1.114  1.86
C 0.358 1.157 -0.210  -2.21
C 0.828 0.186 -1.278  -0.56
O 2.260 0.052 -1.185  -0.29
C 2.763 -0.852 -2.069  0.35
O 2.548 -0.740 -3.232  -0.55
C 3.592 -1.959 -1.512  -0.47
C 2.806 -3.292 -1.511  -0.10
P 0.834 -0.650 2.012  0.05
C 2.478 0.178 1.985  -1.26
O 1.004 -1.910 0.994  0.10
N -0.137 1.673 2.177  0.44
C -0.048 3.112 1.858  -1.11
C -1.374 3.902 1.966  0.71
C -1.945 4.344 0.593  -0.88
C -1.661 5.798 0.222  -1.43
C -0.230 6.017 -0.295  0.38
N -0.140 7.231 -1.117  -0.74
C -0.738 1.380 3.330  -1.39
N -0.393 2.181 4.416  -0.15
N -1.659 0.411 3.515  1.52
P -2.508 0.579 5.018  0.79
O -3.655 -0.310 5.119  -0.79
O -2.885 2.120 5.174  -0.57
O -1.441 0.284 6.156  -0.57
H -1.023 -2.871 5.446  0.35
H 0.001 -2.735 3.915  0.16
H -3.026 -2.704 4.226  0.37
H -3.140 -2.235 1.887  0.85
H -1.417 -2.155 1.725  -0.25
H -4.502 2.259 1.957  0.34
H -4.658 -1.311 3.573  0.41
H -2.186 1.354 0.990  0.41
H -3.308 -0.099 -0.424  0.80
H -1.830 0.417 -1.117  0.53
H -2.747 -2.305 -0.375  0.91
H -1.014 -2.109 -0.343  -0.13
H -1.923 -0.849 -2.784  0.53
H -2.961 -2.241 -2.563  0.41
H 0.086 -2.404 -2.647  -1.17
H -1.114 -3.756 -2.558  0.21
H -1.289 -3.743 -4.802  0.34
H -1.802 -2.037 -4.748  -0.06
H 0.623 -1.344 -4.736  0.21
H 1.089 -3.050 -4.903  0.24
H 0.186 -2.242 -6.184  0.48
H -0.380 1.816 -0.683  0.16
H 1.201 1.809 0.016  1.40
H 0.375 -0.802 -1.258  -0.64
H 0.612 0.636 -2.251  0.76
H 4.439 -2.063 -2.192  0.46
H 3.979 -1.731 -0.521  0.28
H 3.369 -4.062 -2.039  0.43
H 1.825 -3.193 -1.977  -0.18
H 2.649 -3.634 -0.492  0.01
H 3.231 -0.552 1.689  0.42
H 2.693 0.516 3.001  0.43
H 2.562 1.034 1.320  0.06
H 1.247 -2.696 1.531  0.13
H 0.653 3.563 2.564  0.06
H 0.405 3.286 0.891  0.80
H -2.141 3.287 2.445  0.05
H -1.182 4.790 2.571  -0.07
H -3.031 4.207 0.625  0.47
H -1.588 3.669 -0.191  0.02
H -1.884 6.454 1.068  0.21
H -2.328 6.078 -0.596  0.40
H 0.011 5.149 -0.919  0.26
H 0.466 6.047 0.552  0.04
H 0.422 7.935 -0.656  0.35
H 0.345 7.021 -1.979  0.28
H -0.886 3.031 4.623  0.25
H 0.442 1.942 4.922  0.27
H -3.788 2.182 5.525  0.37
H -1.122 1.102 6.557  0.33
C 2.961 -8.488 3.318  -1.60
C 2.923 -7.267 2.441  0.87
C 3.995 -6.231 2.689  -0.49
O 3.342 -5.021 2.248  -0.31
C 2.022 -5.204 2.397  0.61
O 1.207 -4.323 2.299  -0.72
O 1.730 -6.469 2.689  -0.33
H 3.090 -8.216 4.366  0.37
H 2.030 -9.045 3.230  0.38
H 3.783 -9.136 3.016  0.38
H 2.903 -7.558 1.388  0.00
H 4.908 -6.393 2.124  0.34
H 4.232 -6.122 3.749  0.28
C -6.863 -0.749 -7.328  -1.45
C -5.618 -0.610 -6.494  0.46
C -4.834 -1.882 -6.250  -0.56
O -4.190 -1.598 -4.998  -0.16
C -4.968 -0.709 -4.330  0.53
O -4.812 -0.411 -3.189  -0.48
O -5.935 -0.229 -5.137  -0.38
H -7.467 -1.593 -6.993  0.35
H -7.475 0.149 -7.249  0.36
H -6.600 -0.898 -8.375  0.38
H -4.966 0.166 -6.904  0.26
H -4.091 -2.096 -7.015  0.35
H -5.483 -2.749 -6.115  0.30
C 1.184 6.154 4.494  -1.09
C 1.575 7.450 3.842  0.35
C 0.546 8.560 3.778  -0.50
O 0.949 9.262 2.589  -0.38
C 1.551 8.370 1.778  0.62
O 1.834 8.538 0.635  -0.59
O 1.795 7.216 2.439  -0.14
H 0.216 5.825 4.106  -0.01
H 1.915 5.383 4.252  0.35
H 1.119 6.251 5.577  0.48
H 2.502 7.834 4.277  0.28
H 0.562 9.227 4.635  0.32
H -0.468 8.181 3.625  0.28
C 0.735 -7.541 -4.531  -1.48
C 0.648 -7.779 -3.047  0.63
C 1.119 -6.644 -2.164  -0.01
O 1.536 -7.341 -0.982  -0.22
C 1.899 -8.597 -1.352  0.59
O 2.451 -9.364 -0.633  -0.54
O 1.546 -8.832 -2.631  -0.41
H 1.706 -7.127 -4.805  0.36
H 0.607 -8.476 -5.074  0.38
H -0.044 -6.846 -4.845  0.36
H -0.363 -8.087 -2.766  0.28
H 0.346 -5.923 -1.918  -0.11
H 1.985 -6.128 -2.585  0.14
C 3.409 6.514 -1.270  -0.95
C 4.568 5.715 -0.741  0.49
C 5.341 4.880 -1.738  -0.57
O 5.837 3.812 -0.914  -0.35
C 4.980 3.659 0.121  0.49
O 4.992 2.751 0.889  -0.55
O 4.098 4.684 0.157  -0.10
H 2.783 5.896 -1.918  0.31
H 2.798 6.865 -0.444  -0.04
H 3.748 7.381 -1.837  0.40
H 5.250 6.356 -0.175  0.28
H 6.165 5.405 -2.212  0.33
H 4.691 4.447 -2.502  0.30



Record 2
ORCA calculation (wB97M-V/def2-TZVPD) on a 7-piece molecular cluster, C44H81Br2F5N2O23 overall at a distorted geometry.

Computed properties:
* SMILES string: CCNN(CC(=O)F)[C@@](CCOC=O)(CC[C@](F)(Br)C(F)(F)Br)[C@H](C[C@@H](C)F)O[C@@H](CCCCO)CCC(C)C.COC(=O)OC.COC(=O)OC.COC(=O)OC.COC(=O)OC.COC(=O)OC.COC(=O)OC
* total charge: 0
* LUMO: 0.3 eV
* strongest force on any atom: 2.292 eV Å⁻¹

Each line ends with the Mulliken charge.
Geometry (Å):
C -0.162 -0.882 1.784  -0.74
C 0.732 -0.807 3.037  -0.16
N 2.021 -0.154 2.797  -0.60
N 2.212 1.128 3.301  0.97
C 2.301 1.266 4.739  -0.57
C 1.210 2.118 5.361  0.31
O 1.262 3.220 5.718  -0.49
F 0.059 1.423 5.443  -0.14
C 2.602 2.171 2.329  -0.10
C 3.451 3.257 3.026  -2.04
C 4.910 2.939 3.397  -1.93
O 5.139 1.548 3.677  -0.15
C 6.204 1.276 4.442  0.04
O 6.898 0.341 4.288  -0.44
C 3.412 1.477 1.201  -1.92
C 4.208 2.379 0.246  -0.94
C 5.609 1.869 -0.087  0.09
F 6.296 1.483 1.024  -0.28
Br 6.598 3.325 -0.934  -0.08
C 5.602 0.657 -1.053  0.74
F 5.036 1.010 -2.202  -0.19
F 4.836 -0.299 -0.515  -0.19
Br 7.346 -0.079 -1.374  -0.16
C 1.307 2.916 1.724  1.54
C -0.043 2.467 2.312  0.41
C -0.914 3.564 2.947  0.71
C -2.319 3.660 2.378  -1.65
F -1.032 3.312 4.329  -0.48
O 1.223 2.765 0.301  0.21
C 1.330 3.949 -0.499  0.12
C 1.465 3.512 -1.963  -2.01
C 0.758 2.201 -2.300  0.15
C 0.603 2.009 -3.811  -0.77
C 0.156 0.594 -4.146  -0.59
O -0.313 0.549 -5.494  -0.46
C 0.137 4.891 -0.298  1.10
C 0.461 6.389 -0.461  -1.37
C -0.189 7.283 0.615  1.08
C 0.668 7.255 1.888  -1.42
C -0.392 8.732 0.124  -1.39
H -0.263 -1.914 1.430  0.37
H -1.172 -0.505 1.980  0.10
H 0.286 -0.300 0.975  0.01
H 0.197 -0.294 3.843  -0.17
H 0.937 -1.819 3.403  0.64
H 2.811 -0.757 2.999  0.33
H 2.186 0.263 5.162  0.60
H 3.250 1.659 5.108  0.17
H 2.903 3.635 3.896  1.11
H 3.511 4.106 2.335  0.56
H 5.203 3.538 4.270  0.69
H 5.582 3.220 2.580  0.44
H 6.324 1.995 5.274  0.39
H 2.722 0.878 0.610  0.56
H 4.092 0.773 1.682  1.78
H 4.310 3.409 0.592  1.04
H 3.695 2.436 -0.714  -0.49
H 1.416 3.992 1.922  -0.38
H -0.606 2.036 1.476  0.70
H 0.065 1.666 3.043  -1.28
H -0.412 4.536 2.870  -0.18
H -2.934 2.863 2.808  0.32
H -2.776 4.624 2.618  0.39
H -2.310 3.545 1.289  0.30
H 2.251 4.490 -0.226  0.31
H 1.010 4.302 -2.578  0.49
H 2.519 3.460 -2.257  0.60
H 1.303 1.349 -1.874  0.14
H -0.242 2.205 -1.844  0.29
H -0.164 2.695 -4.193  0.28
H 1.553 2.224 -4.316  0.30
H 0.991 -0.108 -4.010  0.27
H -0.640 0.296 -3.448  0.40
H -0.954 -0.170 -5.564  0.30
H -0.637 4.632 -1.033  0.69
H -0.291 4.728 0.693  -1.18
H 0.139 6.730 -1.450  0.46
H 1.550 6.538 -0.404  0.30
H -1.175 6.870 0.865  0.16
H 1.589 7.829 1.716  0.51
H 0.964 6.239 2.168  0.04
H 0.152 7.712 2.739  0.37
H -1.425 9.066 0.252  0.32
H 0.240 9.435 0.679  0.34
H -0.129 8.842 -0.933  0.37
C -0.148 -1.281 -8.237  -0.65
O -1.122 -2.280 -7.909  -0.32
C -0.749 -3.530 -8.191  0.76
O 0.301 -3.855 -8.685  -0.54
O -1.732 -4.353 -7.831  -0.31
C -1.466 -5.740 -8.082  -0.58
H -0.592 -0.334 -7.950  0.20
H 0.768 -1.441 -7.673  0.31
H 0.070 -1.289 -9.303  0.35
H -0.588 -6.070 -7.531  0.27
H -1.313 -5.912 -9.146  0.31
H -2.339 -6.280 -7.735  0.21
C -3.069 1.414 5.621  -0.61
O -3.095 0.853 4.300  0.05
C -3.985 -0.114 4.110  0.57
O -4.765 -0.539 4.927  -0.59
O -3.898 -0.536 2.848  -0.23
C -4.773 -1.636 2.548  -0.54
H -2.293 2.168 5.585  0.06
H -4.028 1.865 5.868  0.33
H -2.822 0.648 6.354  0.32
H -5.810 -1.370 2.741  0.16
H -4.497 -2.503 3.146  0.37
H -4.644 -1.844 1.492  0.13
C -6.894 -1.822 -2.584  -0.61
O -8.106 -1.384 -1.961  -0.35
C -8.062 -1.357 -0.630  0.79
O -7.114 -1.665 0.051  -0.53
O -9.237 -0.938 -0.171  -0.35
C -9.319 -0.861 1.263  -0.39
H -7.089 -1.788 -3.652  0.21
H -6.071 -1.157 -2.329  0.28
H -6.650 -2.836 -2.276  0.29
H -8.584 -0.159 1.650  0.28
H -9.155 -1.835 1.716  0.11
H -10.323 -0.510 1.475  0.25
C 12.676 -3.196 -2.536  -0.64
O 11.569 -2.434 -2.043  -0.28
C 11.637 -2.147 -0.742  0.70
O 12.524 -2.470 0.005  -0.55
O 10.556 -1.441 -0.413  -0.17
C 10.490 -1.058 0.968  -0.49
H 12.476 -3.346 -3.593  0.21
H 13.607 -2.650 -2.400  0.29
H 12.740 -4.153 -2.023  0.29
H 11.340 -0.433 1.230  0.30
H 10.472 -1.939 1.606  0.31
H 9.563 -0.501 1.069  0.03
C -7.395 -1.999 6.011  -0.32
O -8.282 -3.093 5.719  -0.36
C -9.001 -2.941 4.615  0.81
O -8.967 -1.998 3.862  -0.51
O -9.779 -4.017 4.466  -0.36
C -10.609 -3.990 3.302  -0.60
H -6.873 -2.282 6.920  0.25
H -6.683 -1.851 5.206  0.05
H -7.962 -1.085 6.171  0.29
H -10.003 -3.940 2.399  0.26
H -11.285 -3.137 3.332  0.30
H -11.172 -4.918 3.326  0.23
C 0.360 -9.056 -5.019  -0.61
O -0.565 -10.136 -5.196  -0.31
C -1.492 -9.920 -6.126  0.82
O -1.599 -8.922 -6.795  -0.53
O -2.281 -10.990 -6.194  -0.33
C -3.330 -10.893 -7.164  -0.62
H 1.039 -9.383 -4.239  0.20
H 0.905 -8.865 -5.941  0.29
H -0.163 -8.152 -4.712  0.29
H -2.916 -10.766 -8.163  0.29
H -3.987 -10.056 -6.934  0.29
H -3.873 -11.830 -7.096  0.21